Record 1
One molecule with the formula C36H42O3 at a distorted geometry, computed with ωB97M-V/def2-TZVPD.

SMILES: CCOC(=O)[C@@]1([C@H](C=C(c2ccccc2)c2ccccc2)c2ccccc2)CCCCCCCCCCC1=O
HOMO-LUMO gap (eV): 8.415
ΔE to the lowest compared entry with this formula, charge and spin (kJ/mol): 94.07

Geometry as XYZ:
```
81
Properties=species:S:1:pos:R:3:lowdin_charge:R:1
C 0.027 -5.609 -3.774 -0.069
C 0.389 -4.239 -3.297 -0.188
O 0.262 -4.222 -1.812 0.021
C 0.697 -3.029 -1.390 -0.389
O 1.120 -2.257 -2.252 0.054
C 0.597 -2.606 0.098 -0.200
C -0.797 -2.282 0.286 -0.212
C -1.525 -3.547 0.650 -0.060
C -2.570 -3.835 1.497 -0.116
C -2.857 -5.294 1.649 -0.172
C -2.784 -6.160 0.544 -0.027
C -3.194 -7.492 0.652 -0.079
C -3.623 -7.982 1.885 -0.099
C -3.606 -7.170 3.023 -0.076
C -3.191 -5.840 2.907 -0.046
C -3.396 -2.893 2.295 -0.131
C -3.006 -1.576 2.601 -0.031
C -3.662 -0.834 3.586 -0.078
C -4.822 -1.316 4.190 -0.089
C -5.333 -2.551 3.779 -0.078
C -4.651 -3.301 2.823 -0.040
C -1.568 -1.757 -0.950 -0.145
C -1.434 -0.460 -1.451 -0.009
C -2.097 -0.106 -2.635 -0.068
C -2.889 -1.030 -3.321 -0.087
C -3.051 -2.307 -2.796 -0.071
C -2.446 -2.636 -1.586 -0.031
C 1.089 -3.714 1.136 -0.071
C 0.566 -3.532 2.576 -0.165
C 0.977 -2.408 3.532 -0.190
C 0.225 -1.077 3.402 -0.226
C 0.848 0.118 4.121 -0.193
C 2.107 0.762 3.483 -0.203
C 1.876 1.564 2.185 -0.200
C 2.908 1.364 1.066 -0.204
C 2.285 1.032 -0.303 -0.189
C 2.287 -0.443 -0.668 -0.122
C 1.597 -1.367 0.330 -0.192
O 2.139 -1.299 1.431 0.047
H 0.115 -5.621 -4.860 0.082
H 0.734 -6.346 -3.395 0.081
H -0.990 -5.899 -3.521 0.076
H 1.434 -4.009 -3.532 0.129
H -0.276 -3.466 -3.697 0.127
H -0.872 -1.565 1.116 0.110
H -1.084 -4.391 0.125 0.100
H -2.435 -5.789 -0.416 0.102
H -3.164 -8.131 -0.232 0.103
H -3.964 -9.014 1.970 0.099
H -3.899 -7.554 4.003 0.105
H -3.131 -5.207 3.789 0.119
H -2.180 -1.097 2.085 0.087
H -3.246 0.131 3.890 0.108
H -5.332 -0.741 4.960 0.100
H -6.251 -2.939 4.220 0.104
H -5.085 -4.247 2.515 0.113
H -0.787 0.254 -0.926 0.114
H -1.977 0.905 -3.024 0.104
H -3.387 -0.764 -4.260 0.106
H -3.659 -3.067 -3.290 0.108
H -2.648 -3.637 -1.194 0.107
H 0.750 -4.710 0.784 0.123
H 2.187 -3.746 1.111 0.130
H 0.744 -4.474 3.117 0.121
H -0.523 -3.489 2.535 0.084
H 2.062 -2.256 3.519 0.105
H 0.730 -2.775 4.550 0.119
H -0.800 -1.225 3.779 0.096
H 0.083 -0.814 2.349 0.071
H 1.122 -0.204 5.135 0.110
H 0.072 0.892 4.218 0.109
H 2.881 -0.007 3.341 0.098
H 2.498 1.469 4.236 0.106
H 1.898 2.629 2.472 0.107
H 0.865 1.386 1.793 0.101
H 3.655 0.608 1.333 0.107
H 3.446 2.317 0.949 0.104
H 2.892 1.528 -1.070 0.110
H 1.266 1.438 -0.400 0.104
H 3.327 -0.821 -0.686 0.144
H 1.862 -0.594 -1.657 0.089
```

=====

Record 2
A 2-piece molecular cluster, C5H9NO overall at a distorted geometry, computed with ωB97M-V/def2-TZVPD.

SMILES: C=C(C)C#N.CO
HOMO-LUMO gap (eV): 10.332
ΔE to the lowest compared entry with this formula, charge and spin (kJ/mol): 201.38

Geometry as XYZ:
```
16
Properties=species:S:1:pos:R:3:lowdin_charge:R:1
C 1.173 0.928 -0.393 0.084
C 1.335 0.489 0.858 -0.352
C 0.294 -0.238 1.673 -0.054
C 2.606 0.720 1.506 -0.209
N 3.617 0.910 2.040 0.145
H 1.979 1.434 -0.917 0.078
H 0.221 0.798 -0.898 0.046
H 0.168 0.237 2.652 0.086
H -0.664 -0.242 1.148 0.057
H 0.606 -1.273 1.853 0.088
C -1.765 -0.922 -1.759 -0.150
O -1.801 0.104 -0.785 -0.157
H -2.573 -1.651 -1.615 0.080
H -0.807 -1.435 -1.641 0.082
H -1.819 -0.522 -2.780 0.083
H -2.569 0.664 -0.942 0.092
```

=====

Record 3
One molecule with the formula C6H9N2O2P at a distorted geometry, computed with ωB97M-V/def2-TZVPD.

SMILES: CC[C@@](C#N)(CC#N)P(O)O
HOMO-LUMO gap (eV): 10.039
ΔE to the lowest compared entry with this formula, charge and spin (kJ/mol): 0.00

Geometry as XYZ:
```
20
Properties=species:S:1:pos:R:3:lowdin_charge:R:1
C -2.177 -0.390 1.362 -0.093
C -0.725 -0.723 1.035 -0.232
C -0.078 0.113 -0.117 -0.537
C -1.007 1.047 -0.745 -0.266
N -1.833 1.702 -1.202 0.196
C 1.101 0.943 0.490 -0.149
C 1.966 1.594 -0.496 -0.234
N 2.737 2.070 -1.199 0.175
P 0.390 -1.122 -1.453 0.870
O 1.020 -0.144 -2.598 -0.264
O 1.645 -1.891 -0.746 -0.259
H -2.398 -0.787 2.355 0.077
H -2.860 -0.892 0.681 0.083
H -2.372 0.679 1.402 0.073
H -0.654 -1.775 0.750 0.087
H -0.103 -0.598 1.921 0.108
H 1.703 0.292 1.123 0.115
H 0.675 1.723 1.124 0.136
H 0.717 -0.513 -3.438 0.055
H 2.256 -1.328 -0.248 0.057
```

=====

Record 4
C35H26F5N3ORuSi as an isolated structure, computed with ωB97M-V/def2-TZVPD.

HOMO-LUMO gap (alpha / beta) (eV): 6.646 / 6.655
2S+1: 2
Expectation value of S²: 0.756
ΔE to the lowest compared entry with this formula, charge and spin (kJ/mol): 210.82
Charge: +1

Geometry as XYZ:
```
72
Properties=species:S:1:pos:R:3:lowdin_charge:R:1
Ru 0.393 0.466 -0.192 1.135
C -2.620 -1.415 -0.398 -0.019
C -2.790 0.060 -0.504 -0.273
C -4.087 0.581 -0.511 0.007
C -4.293 1.931 -0.658 -0.010
C -3.186 2.740 -0.869 0.006
C -1.925 2.184 -0.853 -0.183
N -1.714 0.860 -0.593 0.056
C -0.731 3.034 -1.116 -0.184
C -0.799 4.381 -1.435 0.022
C 0.383 5.083 -1.592 -0.001
C 1.596 4.452 -1.385 0.024
C 1.600 3.102 -1.057 -0.198
N 0.458 2.423 -0.995 0.028
C 2.814 2.343 -0.705 -0.193
C 4.021 3.012 -0.681 0.004
C 5.178 2.328 -0.360 -0.015
C 5.075 0.982 -0.135 -0.004
C 3.832 0.343 -0.189 -0.260
C 3.853 -1.138 -0.034 -0.056
N 2.683 1.019 -0.411 0.103
H -3.547 -1.916 -0.670 0.101
H -2.370 -1.702 0.621 0.070
H -1.829 -1.772 -1.058 0.056
H -4.915 -0.103 -0.394 0.128
H -5.289 2.350 -0.640 0.126
H -3.316 3.797 -1.040 0.113
H -1.743 4.885 -1.560 0.115
H 0.357 6.132 -1.852 0.127
H 2.506 5.020 -1.466 0.113
H 4.073 4.064 -0.904 0.108
H 6.131 2.836 -0.317 0.125
H 5.950 0.385 0.076 0.124
H 4.845 -1.508 -0.283 0.094
H 3.135 -1.611 -0.697 0.033
H 3.630 -1.428 0.990 0.068
F -3.462 4.311 3.275 0.142
C -2.579 3.382 2.928 -0.139
C -2.930 2.041 2.952 -0.139
F -4.159 1.686 3.317 0.139
C -2.013 1.076 2.576 -0.146
F -2.395 -0.203 2.571 0.126
C -0.729 1.411 2.144 -0.262
O 0.167 0.496 1.734 -0.242
C -0.400 2.768 2.152 -0.151
F 0.826 3.146 1.756 0.111
C -1.303 3.744 2.529 -0.142
F -0.953 5.027 2.491 0.134
C -2.068 -4.804 2.693 -0.077
C -1.433 -3.739 3.315 -0.075
C -0.631 -2.883 2.575 -0.120
C -0.461 -3.068 1.201 -0.350
C -1.097 -4.152 0.592 -0.112
C -1.893 -5.015 1.332 -0.076
Si 0.702 -1.930 0.272 0.692
C 1.099 -2.738 -1.373 -0.363
C 1.956 -3.840 -1.448 -0.107
C 2.206 -4.468 -2.657 -0.069
C 1.600 -4.007 -3.820 -0.075
C 0.750 -2.914 -3.769 -0.079
C 0.506 -2.286 -2.554 -0.130
H -2.690 -5.476 3.269 0.106
H -1.557 -3.580 4.379 0.107
H -0.129 -2.060 3.071 0.098
H -0.970 -4.329 -0.470 0.104
H -2.374 -5.855 0.848 0.105
H 1.851 -1.923 1.198 -0.013
H 2.431 -4.215 -0.548 0.114
H 2.870 -5.322 -2.695 0.109
H 1.792 -4.501 -4.763 0.108
H 0.277 -2.551 -4.672 0.106
H -0.163 -1.427 -2.534 0.076
```